{"formula": "C22H46Cl9N5O8", "method": "the ωB97M-V functional and the def2-TZVPD basis", "e_homo_ev": -8.922, "largest_force_ha_per_bohr": 0.0686, "gap_ha": 0.3333, "smiles": "CCOC(=O)OC.ClC(Cl)Cl.ClC(Cl)Cl.ClC(Cl)Cl.CNC(C)=O.CNC(C)=O.CNC(C)=O.CNC(C)=O.CNC(C)=O", "lumo_ev": 0.15, "symbols": ["C", "C", "O", "C", "O", "O", "C", "H", "H", "H", "H", "H", "H", "H", "H", "Cl", "C", "Cl", "Cl", "H", "Cl", "C", "Cl", "Cl", "H", "Cl", "C", "Cl", "Cl", "H", "C", "N", "C", "C", "O", "H", "H", "H", "H", "H", "H", "H", "C", "N", "C", "C", "O", "H", "H", "H", "H", "H", "H", "H", "C", "N", "C", "C", "O", "H", "H", "H", "H", "H", "H", "H", "C", "N", "C", "C", "O", "H", "H", "H", "H", "H", "H", "H", "C", "N", "C", "C", "O", "H", "H", "H", "H", "H", "H", "H"], "xyz": [[-5.302, 14.108, 15.780], [-4.433, 13.850, 17.035], [-3.064, 13.896, 16.767], [-2.219, 14.669, 17.460], [-2.569, 15.485, 18.303], [-0.992, 14.393, 17.106], [0.103, 15.142, 17.660], [-5.060, 13.461, 14.937], [-5.160, 15.083, 15.315], [-6.358, 13.940, 15.993], [-4.741, 12.874, 17.410], [-4.782, 14.595, 17.750], [0.474, 14.637, 18.552], [-0.168, 16.197, 17.699], [0.971, 15.038, 17.008], [3.315, 17.758, 21.716], [1.602, 17.771, 22.182], [0.899, 19.405, 22.205], [1.358, 16.925, 23.732], [1.071, 17.257, 21.381], [-2.630, 16.706, 14.587], [-2.588, 18.466, 14.155], [-3.270, 19.501, 15.423], [-3.518, 18.798, 12.664], [-1.564, 18.756, 13.918], [6.400, 20.575, 22.679], [5.521, 20.348, 21.199], [6.102, 18.864, 20.511], [5.831, 21.785, 20.213], [4.477, 20.267, 21.499], [0.126, 24.468, 14.244], [0.964, 23.927, 15.341], [1.616, 22.751, 15.397], [1.555, 21.729, 14.223], [2.177, 22.446, 16.467], [-0.271, 25.443, 14.528], [-0.638, 23.737, 13.981], [0.679, 24.660, 13.325], [0.949, 24.428, 16.218], [0.572, 21.304, 14.020], [2.181, 20.922, 14.605], [2.113, 22.151, 13.387], [-1.915, 18.530, 20.421], [-3.070, 18.056, 19.709], [-4.016, 18.746, 19.124], [-5.085, 18.036, 18.310], [-4.002, 19.961, 19.269], [-2.104, 18.547, 21.494], [-1.484, 19.445, 20.016], [-1.137, 17.789, 20.239], [-3.077, 17.057, 19.567], [-6.094, 18.367, 18.557], [-5.050, 17.009, 18.672], [-4.915, 18.160, 17.241], [8.935, 23.389, 17.337], [7.522, 22.948, 17.321], [6.897, 22.474, 16.234], [5.353, 22.400, 16.294], [7.467, 22.160, 15.170], [9.012, 24.212, 18.047], [9.183, 23.700, 16.322], [9.584, 22.563, 17.631], [6.974, 23.447, 18.007], [4.964, 22.625, 17.287], [4.934, 21.409, 16.121], [4.891, 22.979, 15.493], [2.744, 20.438, 19.098], [1.763, 20.149, 18.091], [1.067, 19.028, 17.961], [0.276, 18.972, 16.662], [1.169, 18.059, 18.699], [3.131, 21.440, 18.913], [3.507, 19.660, 19.121], [2.302, 20.364, 20.091], [1.673, 20.809, 17.332], [0.092, 17.999, 16.208], [0.614, 19.703, 15.927], [-0.718, 19.346, 16.908], [8.059, 15.095, 16.551], [7.082, 16.030, 17.131], [5.852, 16.290, 16.687], [5.131, 17.525, 17.262], [5.432, 15.620, 15.781], [8.788, 14.708, 17.264], [8.653, 15.585, 15.780], [7.405, 14.297, 16.199], [7.485, 16.719, 17.750], [4.271, 17.203, 17.848], [4.694, 18.110, 16.452], [5.757, 18.139, 17.909]], "forces_ev_per_angstrom": [[0.777, -0.218, -0.653], [-2.495, 0.687, -0.489], [1.205, -0.292, -0.546], [-1.223, 0.979, 1.477], [0.453, -0.746, -0.793], [0.472, -0.584, -0.790], [0.300, -0.021, -0.332], [0.165, -0.533, 0.233], [-0.088, 0.371, 0.582], [0.061, 0.168, 0.226], [0.562, -0.154, 0.155], [0.647, 0.031, 0.310], [-0.628, 0.566, 0.542], [0.183, -0.238, 0.738], [-0.417, -0.033, -0.604], [-0.367, 0.145, 0.236], [-0.263, -0.170, -0.319], [0.356, -0.241, 0.276], [0.044, 0.325, -0.503], [0.113, -0.079, 0.288], [0.065, 1.143, -0.187], [-0.548, -0.146, -0.339], [0.466, -0.395, -0.008], [0.236, -0.384, 0.168], [-0.166, -0.204, 0.414], [0.407, 0.228, 1.266], [0.129, 0.478, 0.660], [-0.056, -0.398, -0.770], [-0.348, -0.263, -0.416], [0.033, 0.020, -0.631], [0.652, -0.616, 0.051], [-0.451, 0.687, -0.978], [-0.554, -0.938, 1.031], [1.207, 0.706, 1.390], [-0.238, 0.137, -1.233], [-0.232, -0.370, 0.249], [-0.336, 0.313, 0.161], [0.402, -0.134, 0.108], [0.153, -0.074, -0.091], [-0.038, 0.568, -0.269], [-0.048, -0.118, -0.137], [-0.573, -0.077, -0.408], [0.501, -0.350, -0.162], [0.732, -2.961, 0.098], [-0.867, 2.416, -0.203], [0.236, -0.612, 1.007], [-0.554, 0.999, -0.508], [0.086, 0.519, 0.009], [-0.547, 0.252, 0.254], [0.081, -0.142, 0.125], [0.060, 0.061, -0.164], [0.244, 0.510, 0.033], [-0.039, -0.403, -0.774], [0.079, -0.286, 0.162], [-0.825, -0.591, -0.527], [0.773, 0.965, 1.058], [-0.841, -0.672, -2.887], [0.325, -0.461, 0.564], [-0.378, 0.441, 1.971], [0.147, -0.091, -0.132], [0.236, 0.092, 0.124], [0.053, 0.123, 0.011], [-0.289, -0.463, -0.221], [-0.093, 0.580, -0.116], [0.646, -0.357, -0.146], [0.260, 0.439, 0.292], [-0.286, -0.451, 0.566], [-0.228, 0.877, -0.428], [0.813, -1.309, -1.274], [-1.209, 0.786, 0.229], [-0.284, -0.184, 0.736], [0.126, -0.256, 0.074], [0.401, 0.136, -0.341], [-0.146, 0.362, 0.048], [0.265, 0.275, 0.191], [0.562, -0.083, 0.294], [0.361, -0.260, -0.080], [-0.327, -0.048, 0.131], [-1.251, 0.171, -0.025], [2.619, 0.925, 2.174], [0.179, 0.885, -0.643], [-0.119, -0.729, 0.109], [-1.664, -0.684, -1.034], [-0.442, 0.113, 0.422], [-0.318, -0.165, -0.393], [0.673, -0.200, -0.512], [-0.142, -0.087, 0.033], [0.003, -0.177, 0.147], [0.350, -0.023, -0.123], [0.017, -0.007, -0.238]]}